ORCA calculation (wB97M-V/def2-TZVPD) on a cluster of 2 separate species, C2H7O2SSi in total in a non-equilibrium geometry.

Structure (XYZ):
```
13
Properties=species:S:1:pos:R:3:mulliken_spin:R:1
C -2.31221 1.28317 -0.49250 0.000
C -1.12214 1.01517 -1.40510 0.001
O -0.07518 0.38802 -0.80139 0.010
O 2.57861 -2.81646 1.71169 0.029
Si 2.92975 -1.45864 1.03661 0.667
S 2.23231 -3.44620 3.36177 1.257
H -3.27354 1.58417 -1.11577 0.000
H -2.38005 0.37047 0.15478 0.000
H -2.18874 2.19844 0.04242 0.000
H -0.95047 2.09332 -1.70442 0.000
H -1.50303 0.27495 -2.19475 0.000
H 2.14310 -0.94452 0.00862 0.011
H 3.92159 -0.54191 1.39805 0.024
```

For the orbital gap (spin up / spin down), the calculation gives 4.5736 / 2.8827 eV. As for the lowest unoccupied orbital energy (spin up / spin down): 2.2 / 0.5 eV. The total charge is -1. As for the spin multiplicity: 3. For the strongest force on any atom, the calculation gives 3.55 eV/Å.

---

ORCA calculation (wB97M-V/def2-TZVPD) on a structure of composition C33H35AsMnN5O2S2.

Structure (XYZ):
```
79
Properties=species:S:1:pos:R:3:mulliken_spin:R:1
Mn 0.41019 0.54741 -0.09521 1.938
O 4.35196 0.09903 -1.38577 0.001
S 3.14464 0.85218 -1.47477 0.002
O 3.17665 2.24260 -1.81645 0.007
N 2.25995 0.68872 -0.06784 0.038
C 2.85639 0.90956 1.18620 -0.006
C 4.18771 1.03691 1.50592 0.058
C 4.56595 1.25484 2.85083 -0.020
C 3.64520 1.34200 3.85603 0.049
C 2.26788 1.21722 3.55461 -0.017
C 1.23020 1.30916 4.50427 0.021
C -0.07916 1.19853 4.10120 -0.007
C -0.36215 0.98327 2.75155 0.042
N 0.58494 0.86942 1.83251 -0.058
C 1.89444 0.99789 2.21752 0.029
C 2.02998 0.03742 -2.57862 0.013
C 0.67415 0.35485 -2.54377 -0.008
C -0.19084 -0.21484 -3.47019 -0.004
C 0.30777 -1.08927 -4.42681 -0.004
C 1.66021 -1.40643 -4.44392 -0.002
C 2.53220 -0.85161 -3.50963 0.003
H 4.94969 0.97246 0.74324 0.001
H 5.61913 1.35366 3.07591 0.000
H 3.95203 1.51456 4.87903 0.000
H 1.47266 1.47538 5.54695 0.000
H -0.89246 1.27576 4.80840 0.000
H -1.38699 0.89072 2.41319 -0.008
H 0.29970 1.21077 -1.96697 0.007
H -1.23999 0.05646 -3.47916 -0.002
H -0.35369 -1.51458 -5.16959 0.000
H 2.04540 -2.08149 -5.19674 0.000
H 3.58885 -1.08817 -3.51509 0.000
N -3.53648 2.06051 -0.73873 0.171
C -4.54689 1.11204 -0.82485 0.165
C -5.85749 1.50031 -1.07672 -0.047
C -6.83731 0.53264 -1.15409 0.095
C -6.52953 -0.83106 -0.98453 0.057
C -5.23842 -1.22959 -0.73873 -0.019
C -4.23403 -0.25566 -0.65763 0.130
S -2.62768 -0.75706 -0.36322 0.367
N -1.73130 0.62838 -0.29874 0.126
C -2.24215 1.82814 -0.48011 -0.022
C -1.29964 2.96735 -0.39964 -0.033
C -1.68306 4.29159 -0.42654 -0.001
C -0.70074 5.27722 -0.34916 0.007
C 0.61930 4.89253 -0.24316 -0.007
C 0.92875 3.53566 -0.21022 0.019
N -0.00828 2.59239 -0.28788 -0.038
H -3.81559 3.01998 -0.89813 -0.015
H -6.10439 2.54680 -1.20890 0.000
H -7.86016 0.82768 -1.34768 0.002
H -7.31708 -1.56961 -1.04911 0.002
H -4.99699 -2.27747 -0.60977 -0.003
H -2.71942 4.59592 -0.49178 0.000
H -0.97658 6.32299 -0.37092 0.000
H 1.41751 5.61940 -0.18542 0.000
H 1.95409 3.20211 -0.14355 0.000
C -0.27937 -3.45698 -1.86781 0.002
C -0.32297 -3.37487 -0.35007 -0.013
As 0.75659 -1.93569 0.40104 -0.009
C 2.58168 -2.45216 -0.04262 -0.003
C 2.86426 -3.93817 0.14265 -0.004
C 0.59553 -2.29104 2.31242 -0.007
C -0.85334 -2.41237 2.77641 0.008
H -0.78834 -4.35745 -2.21053 0.000
H 0.74647 -3.50002 -2.23760 0.000
H -0.76293 -2.59829 -2.33464 0.002
H 0.09359 -4.27791 0.10219 -0.003
H -1.33902 -3.28454 0.03186 0.000
H 3.22446 -1.83576 0.58645 0.002
H 2.75883 -2.14350 -1.07179 -0.001
H 2.69496 -4.27091 1.16626 0.000
H 3.91256 -4.12822 -0.08692 0.000
H 2.27091 -4.55935 -0.52801 0.000
H 1.12905 -1.50238 2.84252 0.004
H 1.13671 -3.21930 2.49763 -0.002
H -1.45163 -1.54355 2.49071 -0.004
H -0.89547 -2.49210 3.86241 0.000
H -1.33161 -3.30300 2.36979 0.000
```

For the orbital gap (spin up / spin down), the calculation gives 5.8820 / 4.2715 eV. As for the lowest unoccupied orbital energy (spin up / spin down): -9.8 / -11.6 eV. The total charge is +3. As for the spin multiplicity: 4. For the strongest force on any atom, the calculation gives 0.45 eV/Å.

---

ORCA calculation (wB97M-V/def2-TZVPD) on the molecule C19H29FN6 in a non-equilibrium geometry.

Structure (XYZ):
```
55
Properties=species:S:1:pos:R:3:nbo_charge:R:1
C -1.37120 -3.95320 -0.06727 -0.608
C -1.92985 -2.74350 -0.80644 -0.414
C -1.78401 -1.40540 -0.05150 -0.072
C -2.63399 -0.39540 -0.75929 0.342
N -2.99283 -0.51724 -2.01965 -0.317
N -3.72430 0.54453 -2.31590 -0.067
N -3.83623 1.30982 -1.31561 -0.070
N -3.16587 0.76869 -0.29600 -0.204
C -3.08001 1.46846 0.97742 0.132
C -1.63370 1.93823 1.15759 -0.626
C -4.01025 2.68029 0.90734 -0.610
C -3.48720 0.54859 2.14417 -0.401
C -4.76498 -0.24746 1.89985 -0.613
N -0.44716 -0.83841 0.08616 -0.463
C 0.30224 -0.69812 -1.14758 -0.238
C 1.46847 0.26651 -0.92426 -0.199
N 2.30870 -0.26320 0.12731 -0.448
C 3.66812 -0.00811 0.17483 0.094
C 4.50546 -0.85206 0.91770 -0.177
C 5.87267 -0.67626 0.95854 -0.228
C 6.47324 0.34707 0.24393 -0.227
C 5.67924 1.19792 -0.50201 -0.260
C 4.30984 1.02385 -0.52091 0.346
F 3.58986 1.93131 -1.23498 -0.335
C 1.56997 -0.45019 1.35620 -0.210
C 0.40251 -1.40768 1.11169 -0.218
H -1.71682 -4.86534 -0.54850 0.218
H -1.70859 -3.96658 0.96776 0.198
H -0.28482 -3.96595 -0.07691 0.201
H -2.99850 -2.89570 -0.96980 0.220
H -1.47129 -2.65184 -1.78998 0.222
H -2.16704 -1.54756 0.96510 0.213
H -1.51007 2.39256 2.13713 0.212
H -0.95508 1.09368 1.05909 0.241
H -1.38327 2.67593 0.39794 0.216
H -3.95223 3.23532 1.83996 0.212
H -3.71981 3.33246 0.08889 0.234
H -5.03805 2.37394 0.73809 0.223
H -3.62353 1.18140 3.02293 0.218
H -2.66713 -0.13566 2.36877 0.199
H -4.98829 -0.86203 2.76887 0.217
H -5.61020 0.41331 1.72689 0.213
H -4.66520 -0.90506 1.03860 0.206
H 0.70892 -1.66459 -1.48728 0.173
H -0.35542 -0.30421 -1.92370 0.225
H 1.07679 1.26173 -0.66795 0.182
H 2.03897 0.33802 -1.84921 0.221
H 4.06350 -1.67543 1.45761 0.203
H 6.47665 -1.35287 1.54426 0.214
H 7.54246 0.48383 0.26805 0.216
H 6.10175 2.01757 -1.06216 0.229
H 1.17355 0.51732 1.70625 0.178
H 2.22210 -0.85096 2.13111 0.213
H 0.81659 -2.38520 0.82164 0.175
H -0.17180 -1.52983 2.03339 0.201
```

For the orbital gap, the calculation gives 8.6239 eV. The SMILES is CC[C@H](c1nnnn1C(C)(C)CC)N1CCN(c2ccccc2F)CC1. The energy above the lowest of the compared OMol25 structures with the same formula, charge and spin comes out at 18.8 kJ/mol. As for the lowest unoccupied orbital energy: 0.6 eV. The total charge is 0. For the strongest force on any atom, the calculation gives 1.34 eV/Å.